Entry 1:
Entry from OMol25: C26H31BIrN11 as an isolated structure at a distorted geometry (ωB97M-V/def2-TZVPD).

CARTESIAN COORDINATES (ANGSTROEM)
H  -2.958  -4.016  0.675
H  1.672  0.029  4.294
C  -4.165  2.062  -0.397
C  -0.555  3.474  1.041
C  -2.188  -1.993  1.109
N  1.468  -3.074  -1.516
C  -3.087  1.240  -0.117
H  -0.834  -0.124  3.862
H  0.333  -4.263  -5.124
N  0.879  -0.682  -1.698
C  0.523  -5.011  -4.344
C  -0.169  4.845  1.210
H  -0.485  -5.359  -4.083
C  3.142  -1.787  0.847
H  -2.809  -1.523  3.082
H  -4.953  4.073  -0.223
H  3.745  -2.451  0.267
H  -2.019  0.925  3.453
C  -1.838  3.045  0.716
C  -4.106  3.431  -0.041
H  -5.042  1.654  -0.868
H  1.764  -1.427  -3.486
H  2.438  2.042  1.049
C  3.478  -1.153  2.023
C  2.390  -0.336  2.331
H  4.378  -1.268  2.590
H  3.169  4.387  1.171
N  -1.967  1.669  0.458
C  0.338  1.302  -2.392
N  0.425  2.468  1.071
H  3.265  0.662  3.957
H  1.835  1.486  3.315
C  2.118  4.156  1.163
N  0.317  0.486  -1.337
C  2.395  -4.804  -2.558
H  3.045  -5.602  -2.860
C  -2.959  3.915  0.511
Ir  -0.318  0.555  0.976
H  -2.868  4.957  0.771
C  -3.189  -1.468  2.062
C  -2.205  -3.266  0.542
H  -0.066  3.068  -3.454
C  -0.178  2.684  -2.442
H  -0.698  -4.181  -0.781
N  1.911  -1.392  0.472
H  -3.465  -0.438  1.855
N  -1.077  -1.346  0.691
C  1.279  -0.617  -2.985
C  1.149  5.183  1.264
N  -0.377  -2.192  -0.100
H  3.291  -3.957  -0.757
N  -1.027  0.737  3.358
H  -0.932  5.605  1.259
H  0.367  3.339  -1.762
C  2.528  -3.954  -1.502
C  1.174  -4.410  -3.196
N  1.455  -0.476  1.371
C  2.275  0.518  3.531
H  -4.076  -2.095  2.020
H  -1.232  2.729  -2.168
B  1.014  -1.853  -0.702
H  1.460  6.209  1.373
N  0.667  -3.359  -2.523
C  -1.047  -3.355  -0.199
H  1.107  -5.833  -4.747
C  0.948  0.623  -3.473
H  -3.128  0.189  -0.372
H  1.117  0.998  -4.463
H  -0.541  1.483  3.844
C  1.703  2.838  1.089

Calculated values
ΔE to the lowest compared entry with this formula, charge and spin = 197.15 kJ/mol
electronic energy = -47350.1780 eV
⟨S²⟩ = 0.756
HOMO energy (alpha / beta) = -0.62830 / -0.62821 Ha
total charge = +3
multiplicity = 2

Entry 2:
Entry from OMol25: C26H31BrN10NdO3P as an isolated structure at a distorted geometry (ωB97M-V/def2-TZVPD).

CARTESIAN COORDINATES (ANGSTROEM)
H  2.573  2.624  2.422
H  -4.367  1.589  1.834
H  -3.217  -3.434  -2.681
H  0.527  -1.006  -3.946
H  1.242  -2.825  -2.566
C  0.212  -2.825  -2.910
O  -0.413  -0.738  -2.079
C  -0.797  0.640  -2.421
C  3.755  0.885  1.273
H  3.884  1.905  0.903
C  3.356  3.233  -2.800
C  -1.081  3.840  2.458
C  2.515  0.260  1.310
H  3.926  3.767  -3.574
H  -1.234  -4.912  -3.024
C  -2.871  -4.106  -1.874
C  -0.741  2.693  1.744
C  -0.260  -1.440  -3.302
H  -4.339  -2.778  0.784
H  -1.080  1.094  -1.479
C  4.826  -1.140  2.000
O  -2.981  -3.357  -0.656
O  -0.596  -3.304  -1.820
H  3.443  -2.808  2.460
H  -1.249  -1.473  -3.792
H  0.048  1.161  -2.840
C  4.902  0.182  1.598
H  0.163  -3.571  -3.708
C  2.549  1.205  -1.778
H  -4.983  -2.772  -0.905
N  -3.064  -0.593  -0.172
H  -1.679  0.597  -3.067
N  -1.012  -0.490  3.267
N  1.138  -1.663  1.922
C  3.258  1.852  -2.800
C  2.697  3.975  -1.806
H  1.221  -2.660  2.094
C  1.201  4.114  3.125
N  -1.494  0.270  4.158
H  -1.466  2.138  1.167
H  1.369  3.875  -0.085
N  -4.087  0.329  -1.812
H  -4.653  -4.295  0.042
H  -1.160  -5.220  -1.284
C  1.577  2.986  2.456
Br  -0.901  -4.377  1.405
C  -4.304  -3.300  -0.170
C  -1.411  -4.454  -2.044
C  0.603  2.305  1.723
H  -2.130  4.177  2.429
C  1.889  1.922  -0.789
H  -0.393  5.468  3.680
H  0.549  -1.234  2.698
C  2.428  -1.068  1.786
N  -4.435  1.041  -0.701
H  3.724  1.161  -3.530
N  -3.751  0.832  1.578
C  -3.780  0.386  0.254
Nd  -1.010  -1.736  0.266
N  -1.783  -0.402  2.137
C  -0.115  4.528  3.159
H  2.722  5.038  -1.846
H  1.982  4.674  3.665
H  2.563  0.089  -1.813
C  1.928  3.308  -0.839
C  3.584  -1.773  2.115
N  -3.265  -0.628  -1.522
P  1.051  0.992  0.581
C  -2.760  0.431  2.466
H  -3.515  -5.007  -1.873
N  -2.605  0.919  3.687
H  5.719  -1.750  2.152
H  5.862  0.652  1.510

Calculated values
ΔE to the lowest compared entry with this formula, charge and spin = 0.00 kJ/mol
electronic energy = -143118.2923 eV
⟨S²⟩ = 3.753
HOMO energy (alpha / beta) = -0.30454 / -0.30463 Ha
multiplicity = 4